No. 1
11 unconnected molecules or ions with the total composition C14H52N2O14 at a distorted geometry, computed with the ωB97M-V functional and the def2-TZVPD basis.

Structure (XYZ):
```
82
Properties=species:S:1:pos:R:3
C 2.725 -1.780 4.039
O 1.716 -1.535 5.098
C 0.432 -1.943 4.742
C -0.310 -1.107 3.677
C -0.298 0.461 3.862
N -1.714 -1.435 3.545
H 2.804 -2.824 3.735
H 3.762 -1.577 4.304
H 2.604 -1.209 3.118
H 0.381 -3.001 4.483
H -0.116 -1.747 5.664
H 0.147 -1.209 2.693
H 0.690 0.817 3.569
H -0.507 0.777 4.884
H -0.964 0.906 3.122
H -2.116 -2.234 4.013
H -2.368 -0.687 3.726
C 0.504 -1.789 -4.916
O -0.683 -1.475 -4.308
C -1.395 -2.661 -3.859
C -0.904 -2.958 -2.378
C -1.759 -4.205 -1.787
N -1.152 -1.864 -1.381
H 1.191 -2.306 -4.247
H 0.953 -0.801 -5.016
H 0.384 -2.213 -5.914
H -2.465 -2.488 -3.749
H -1.337 -3.645 -4.325
H 0.182 -3.040 -2.343
H -2.810 -4.066 -2.040
H -1.647 -4.358 -0.714
H -1.667 -5.165 -2.295
H -2.014 -1.377 -1.580
H -1.144 -2.202 -0.429
O 3.763 -0.366 -0.584
C 3.897 -1.650 0.018
C 4.071 -2.748 -1.063
O 5.473 -3.062 -1.201
H 2.872 -0.204 -0.903
H 4.702 -1.581 0.750
H 2.915 -1.708 0.487
H 3.682 -2.421 -2.028
H 3.596 -3.681 -0.761
H 5.792 -2.301 -1.692
O -0.072 2.521 -1.872
C -0.702 1.589 -1.179
C 0.329 0.921 -0.226
O 1.031 -0.141 -0.884
H 0.567 2.073 -2.432
H -1.447 2.104 -0.573
H -1.290 0.944 -1.832
H -0.191 0.486 0.628
H 1.099 1.576 0.182
H 0.345 -0.793 -1.042
O -4.707 2.124 0.309
C -4.233 2.188 1.668
C -4.908 1.425 2.812
O -4.620 0.015 2.808
H -4.298 1.329 -0.040
H -3.167 2.036 1.496
H -4.316 3.246 1.915
H -5.993 1.410 2.918
H -4.400 1.868 3.669
H -5.257 -0.474 2.283
O 2.451 4.533 0.693
H 3.168 4.739 1.292
H 2.604 3.622 0.440
O -4.123 2.097 -3.103
H -3.729 1.274 -2.815
H -3.645 2.327 -3.900
O 3.234 1.918 1.405
H 3.474 1.007 1.234
H 3.408 2.041 2.339
O -0.098 4.783 0.754
H -0.196 4.189 0.009
H 0.828 4.725 0.987
O 2.946 3.323 -2.478
H 3.429 3.688 -1.736
H 2.449 4.062 -2.828
O -0.973 3.657 -4.458
H -0.729 3.616 -3.534
H -0.140 3.617 -4.928
```

The spin multiplicity is 1. As for the orbital gap: 9.078 eV. The value obtained for the total energy is -1727.289145 hartree. Its max |F| is 4.47 eV/A. For the LUMO energy, the calculation gives 0.2 eV.

---

No. 2
13 unconnected molecules or ions with the total composition C14H54N10O13 at a distorted geometry, computed with the ωB97M-V functional and the def2-TZVPD basis.

Structure (XYZ):
```
91
Properties=species:S:1:pos:R:3
C -10.429 27.266 -3.967
C -9.532 27.982 -4.976
O -10.119 27.857 -6.264
H -9.855 26.904 -3.122
H -11.023 26.573 -4.539
H -11.164 28.069 -3.612
H -8.533 27.566 -4.983
H -9.499 28.966 -4.649
H -9.465 28.302 -6.823
C -6.672 27.275 -2.972
O -7.203 28.513 -2.734
N -5.966 26.864 -3.985
N -6.840 26.254 -2.217
H -5.812 27.682 -4.613
H -5.886 25.900 -4.325
H -7.614 26.474 -1.481
H -6.054 25.769 -1.721
C -9.284 27.743 -0.321
O -10.503 28.129 -0.861
N -8.484 28.544 0.299
N -8.842 26.504 -0.454
H -8.930 29.523 0.532
H -7.646 28.264 0.835
H -9.468 25.911 -0.925
H -8.268 26.095 0.284
C -10.565 26.857 -9.467
O -9.233 26.555 -9.312
N -11.033 28.032 -9.564
N -11.456 25.907 -9.734
H -10.391 28.825 -9.454
H -11.987 28.225 -9.544
H -11.181 24.946 -9.442
H -12.485 26.177 -9.772
C -12.191 24.981 -6.800
O -13.287 25.837 -6.994
N -11.008 25.303 -6.485
N -12.291 23.720 -6.969
H -10.844 26.328 -6.381
H -10.150 24.767 -6.508
H -13.033 23.382 -7.705
H -11.404 23.263 -7.067
C -8.617 29.809 -7.968
O -9.155 29.818 -9.260
N -8.935 30.616 -6.958
N -7.751 28.920 -7.529
H -9.583 31.383 -7.041
H -8.457 30.540 -6.027
H -7.387 28.315 -8.290
H -7.171 28.866 -6.686
C -12.418 25.033 -2.585
O -13.577 24.961 -1.810
H -11.964 24.026 -2.933
H -11.650 25.592 -2.036
H -12.674 25.586 -3.531
H -14.171 25.657 -2.146
C -13.186 29.319 -5.376
O -12.468 29.108 -6.611
H -14.106 29.847 -5.665
H -12.538 30.029 -4.826
H -13.441 28.468 -4.739
H -11.612 28.685 -6.401
C -10.819 31.190 -3.271
O -10.122 32.128 -2.347
H -10.162 30.765 -4.040
H -11.627 31.750 -3.813
H -11.238 30.304 -2.758
H -10.736 32.406 -1.708
C -7.728 25.423 -6.337
O -8.521 24.296 -6.749
H -6.722 25.184 -6.558
H -7.808 25.555 -5.217
H -7.968 26.280 -6.967
H -7.863 23.568 -6.809
C -13.527 29.156 -1.204
O -12.944 28.141 -1.942
H -14.352 29.514 -1.782
H -12.931 29.998 -0.950
H -13.958 28.675 -0.309
H -11.994 28.127 -1.749
C -7.393 31.915 -4.594
O -7.484 30.500 -4.747
H -8.019 32.212 -3.797
H -7.722 32.509 -5.456
H -6.339 32.208 -4.488
H -7.617 30.106 -3.909
C -9.542 23.819 -3.563
O -9.033 24.414 -2.414
H -8.684 23.610 -4.281
H -10.218 24.418 -4.087
H -10.142 22.902 -3.423
H -8.406 25.146 -2.529
```

The spin multiplicity is 1. As for the orbital gap: 7.721 eV. The value obtained for the total energy is -2091.295777 hartree. Its energy above the lowest of the compared OMol25 structures with the same formula, charge and spin is 120.39 kcal per mole. Its max |F| is 9.67 eV/A. For the LUMO energy, the calculation gives -0.5 eV.

---

No. 3
13 unconnected molecules or ions with the total composition C14H54O20 at a distorted geometry, computed with the ωB97M-V functional and the def2-TZVPD basis.

Structure (XYZ):
```
88
Properties=species:S:1:pos:R:3
O 4.235 -1.159 1.074
H 3.941 -0.893 0.235
H 3.437 -1.365 1.459
O -0.359 2.509 1.734
H 0.122 1.820 2.145
H -0.794 3.048 2.413
O 3.442 -1.334 -1.707
H 2.978 -2.117 -1.996
H 4.402 -1.573 -1.776
O 0.798 -3.761 1.341
H 1.528 -3.312 1.745
H 0.221 -4.097 2.066
O -0.788 3.925 -0.858
H -0.519 3.416 -1.637
H -0.553 3.375 -0.123
O 1.801 4.323 0.403
H 0.858 4.357 0.270
H 2.044 3.447 0.769
C -2.571 -1.684 2.670
C -1.088 -1.622 2.938
O -0.639 -0.309 3.116
O -2.855 -3.110 2.388
H -2.793 -1.151 1.803
H -3.164 -1.378 3.590
H -0.436 -2.096 2.143
H -0.861 -2.190 3.890
H -1.290 0.173 3.675
H -3.673 -3.414 2.700
C 2.443 3.339 -3.272
C 2.532 1.865 -2.905
O 3.368 1.603 -1.804
O 1.832 3.518 -4.524
H 3.426 3.772 -3.400
H 2.008 3.854 -2.458
H 2.864 1.354 -3.786
H 1.492 1.490 -2.758
H 3.710 0.752 -1.904
H 1.709 4.428 -4.631
C 3.530 -0.675 4.320
C 2.258 -0.909 3.565
O 2.269 -2.173 2.965
O 3.680 0.664 4.680
H 4.356 -0.958 3.674
H 3.552 -1.203 5.225
H 2.089 -0.249 2.767
H 1.416 -0.853 4.235
H 2.925 -2.782 3.342
H 4.494 0.727 5.100
C -4.065 2.810 0.315
C -3.733 1.609 1.091
O -2.552 1.090 0.597
O -5.390 3.106 0.732
H -4.168 2.579 -0.777
H -3.479 3.598 0.575
H -4.417 0.741 0.820
H -3.648 1.970 2.168
H -1.802 1.622 1.065
H -6.133 3.055 0.100
C 0.245 -1.289 -1.416
C 0.915 -0.480 -0.185
O 0.761 0.795 -0.539
O -1.040 -0.745 -1.476
H 0.247 -2.378 -1.159
H 0.934 -1.171 -2.317
H 1.927 -0.629 -0.127
H 0.455 -0.492 0.753
H 1.597 1.124 -0.920
H -0.961 -0.048 -0.795
C -2.011 -4.042 -1.026
C -0.926 -5.071 -1.350
O -0.455 -5.789 -0.136
O -2.005 -3.180 -2.115
H -1.678 -3.634 -0.122
H -2.936 -4.497 -0.824
H -0.086 -4.643 -1.867
H -1.357 -5.759 -2.142
H 0.033 -5.048 0.287
H -1.648 -2.333 -1.680
C -2.303 1.627 -2.804
C -1.041 1.604 -3.722
O -0.662 2.907 -3.498
O -2.856 0.374 -2.927
H -3.067 2.352 -3.135
H -2.081 1.814 -1.762
H -1.295 1.257 -4.772
H -0.406 0.841 -3.273
H -0.041 3.187 -4.149
H -2.262 -0.210 -2.426
```

The spin multiplicity is 1. As for the orbital gap: 8.729 eV. The value obtained for the total energy is -2070.344714 hartree. Its energy above the lowest of the compared OMol25 structures with the same formula, charge and spin is 93.76 kcal per mole. Its max |F| is 5.41 eV/A. For the LUMO energy, the calculation gives -0.1 eV.

---

No. 4
A molecular structure, C14H56ClCrN20O14 at a distorted geometry, computed with the ωB97M-V functional and the def2-TZVPD basis.

Structure (XYZ):
```
106
Properties=species:S:1:pos:R:3
Cr 4.362 24.129 14.533
Cl 6.127 22.843 15.953
C 4.590 19.366 13.138
O 5.739 19.899 13.736
H 4.318 18.468 13.692
H 3.751 20.058 13.206
H 4.668 18.798 12.211
H 5.517 20.264 14.596
C 8.061 27.031 16.995
O 7.355 28.228 16.673
H 7.601 26.178 16.497
H 9.083 27.193 16.654
H 8.082 26.939 18.081
H 7.583 28.510 15.784
C 7.223 25.077 20.212
O 6.204 25.186 19.156
H 7.171 24.044 20.555
H 8.164 25.451 19.807
H 6.813 25.669 21.031
H 6.404 24.577 18.442
C 4.977 27.086 10.076
O 3.667 27.070 10.620
H 4.999 26.443 9.196
H 5.260 28.129 9.930
H 5.659 26.554 10.739
H 3.592 27.688 11.351
C 4.509 23.223 11.378
O 4.746 23.611 12.507
N 4.905 22.057 10.799
N 4.039 24.042 10.526
H 5.264 21.314 11.381
H 4.498 21.950 9.881
H 3.758 24.978 10.779
H 3.975 23.761 9.558
C 1.240 23.686 17.894
O 1.129 24.029 16.697
N 0.846 22.680 18.499
N 1.811 24.550 18.769
H 0.653 22.699 19.490
H 0.348 21.983 17.963
H 1.983 24.347 19.744
H 2.022 25.456 18.376
C 10.006 24.098 16.854
O 10.956 24.907 16.909
N 9.408 23.874 15.724
N 9.551 23.479 17.883
H 9.921 23.994 14.862
H 8.486 23.473 15.632
H 9.834 23.886 18.763
H 8.895 22.715 17.801
C 2.442 21.477 14.920
O 3.171 22.423 14.559
N 1.286 21.167 14.489
N 2.687 20.724 15.941
H 1.034 20.221 14.735
H 1.089 21.642 13.620
H 2.030 20.354 16.614
H 3.639 20.796 16.271
C 6.727 26.279 13.655
O 5.859 25.462 13.978
N 6.537 27.520 13.582
N 8.001 26.054 13.413
H 5.590 27.783 13.812
H 7.247 28.194 13.334
H 8.363 26.578 12.629
H 8.501 25.199 13.609
C 6.170 21.315 19.743
O 6.618 20.973 20.864
N 6.658 20.950 18.601
N 5.292 22.244 19.480
H 7.332 20.202 18.674
H 6.353 21.192 17.669
H 5.191 22.294 18.476
H 4.702 22.674 20.178
C 3.886 26.694 16.763
O 4.076 25.758 15.929
N 3.479 27.900 16.523
N 4.219 26.607 17.944
H 3.412 28.683 17.157
H 3.127 28.059 15.590
H 4.159 27.458 18.486
H 4.763 25.841 18.313
C 0.043 23.687 10.222
O -0.543 24.717 9.806
N 0.670 23.627 11.317
N 0.084 22.563 9.700
H 0.750 24.373 11.993
H 1.000 22.684 11.464
H -0.129 22.414 8.724
H 0.440 21.787 10.240
C 9.194 20.034 15.205
O 10.298 20.241 14.737
N 8.422 18.997 14.988
N 8.769 20.810 16.177
H 8.639 18.200 14.407
H 7.619 18.967 15.600
H 9.377 21.452 16.664
H 7.784 21.012 16.081
C 1.460 25.738 13.739
O 2.606 25.319 13.825
N 0.459 25.384 14.535
N 1.011 26.418 12.756
H 0.749 24.729 15.248
H -0.491 25.575 14.250
H 0.001 26.393 12.720
H 1.522 26.838 11.993
```

The spin multiplicity is 5. As for the orbital gap (alpha / beta): 7.493 / 8.250 eV. The value obtained for the total energy is -4220.174084 hartree. As for the expectation value of S²: 6.00. Its max |F| is 9.63 eV/A. The net charge is +1. For the LUMO energy (alpha / beta), the calculation gives -2.4 / -2.4 eV.

---

No. 5
A molecular structure, C14H56InN28O14 at a distorted geometry, computed with the ωB97M-V functional and the def2-TZVPD basis.

Structure (XYZ):
```
113
Properties=species:S:1:pos:R:3
In 6.958 -15.605 16.251
C 10.874 -15.177 17.209
O 9.672 -15.367 17.146
N 11.513 -14.733 18.229
N 11.654 -15.282 16.214
H 12.521 -14.781 18.188
H 11.016 -14.603 19.099
H 12.595 -14.940 16.341
H 11.212 -15.614 15.369
C 7.623 -20.384 20.549
O 7.162 -20.904 19.603
N 8.292 -19.264 20.582
N 7.209 -20.697 21.778
H 8.516 -18.747 19.743
H 8.689 -18.921 21.444
H 6.770 -21.600 21.886
H 6.837 -19.989 22.395
C 5.998 -15.152 12.286
O 5.988 -15.349 13.488
N 5.064 -14.559 11.611
N 6.896 -15.746 11.491
H 5.199 -14.345 10.633
H 4.191 -14.376 12.086
H 7.456 -16.460 11.936
H 6.625 -15.798 10.520
C 3.146 -15.593 14.782
O 4.118 -15.657 15.593
N 2.662 -16.654 14.227
N 2.437 -14.512 14.470
H 1.804 -16.688 13.694
H 3.224 -17.463 14.447
H 1.764 -14.625 13.725
H 2.358 -13.731 15.106
C 4.186 -13.930 18.704
O 5.118 -14.521 18.288
N 2.924 -14.156 18.407
N 4.159 -13.020 19.658
H 2.131 -13.825 18.938
H 2.715 -14.870 17.724
H 3.209 -12.819 19.933
H 4.915 -13.196 20.305
C 9.164 -17.493 13.677
O 8.781 -16.402 14.028
N 9.542 -17.736 12.452
N 9.107 -18.573 14.284
H 9.757 -17.014 11.780
H 9.851 -18.667 12.209
H 9.394 -19.433 13.840
H 9.112 -18.610 15.293
C 4.661 -12.272 15.454
O 5.461 -12.886 16.109
N 4.941 -11.863 14.281
N 3.505 -11.878 15.828
H 5.551 -12.480 13.764
H 4.320 -11.186 13.862
H 2.823 -11.293 15.369
H 3.398 -12.306 16.737
C 9.502 -18.823 17.581
O 8.503 -18.322 17.133
N 10.383 -18.061 18.194
N 9.810 -20.067 17.516
H 10.503 -17.100 17.907
H 11.169 -18.518 18.634
H 9.272 -20.776 17.038
H 10.480 -20.465 18.159
C 8.280 -12.604 13.784
O 7.963 -13.438 14.594
N 9.127 -11.614 14.034
N 7.760 -12.552 12.616
H 9.516 -11.460 14.953
H 9.216 -10.941 13.285
H 7.893 -11.757 12.008
H 7.541 -13.470 12.257
C 4.149 -17.807 18.294
O 5.294 -17.530 17.972
N 3.050 -17.399 17.681
N 3.743 -18.649 19.219
H 2.197 -17.804 18.040
H 3.163 -16.735 16.928
H 4.361 -19.236 19.761
H 2.778 -18.919 19.350
C 11.749 -11.536 16.147
O 10.673 -10.967 16.305
N 12.019 -12.535 15.385
N 12.908 -11.070 16.511
H 11.256 -13.194 15.453
H 12.935 -12.900 15.606
H 13.012 -10.189 16.994
H 13.741 -11.419 16.060
C 7.844 -12.191 18.691
O 7.874 -13.220 18.008
N 6.807 -11.757 19.288
N 8.880 -11.550 19.011
H 6.890 -10.908 19.828
H 5.926 -12.033 18.877
H 9.702 -11.679 18.438
H 8.739 -10.770 19.637
C 7.783 -16.201 20.282
O 7.434 -16.086 19.102
N 8.993 -15.996 20.718
N 6.906 -16.313 21.213
H 9.219 -16.371 21.628
H 9.639 -15.814 19.964
H 5.937 -16.277 20.932
H 7.135 -16.652 22.136
C 5.622 -19.013 14.566
O 6.185 -18.248 15.340
N 4.661 -19.805 14.827
N 5.935 -19.076 13.278
H 4.272 -20.462 14.165
H 4.389 -19.940 15.790
H 6.700 -18.547 12.886
H 5.684 -19.957 12.851
```

The spin multiplicity is 1. As for the orbital gap: 4.014 eV. The value obtained for the total energy is -3343.089830 hartree. Its energy above the lowest of the compared OMol25 structures with the same formula, charge and spin is 7.76 kcal per mole. Its max |F| is 8.63 eV/A. The net charge is +3. For the LUMO energy, the calculation gives -10.8 eV.